1.
# H26O13

13 unconnected molecules or ions with the total composition H26O13 at a distorted geometry (wB97M-V/def2-TZVPD, the Open Molecules 2025 dataset).

The geometry in XYZ format:
```
39
Properties=species:S:1:pos:R:3:forces:R:3:mulliken_charge:R:1
O -0.4425 0.1010 -0.2880 0.7 1.2 1.6 -0.159
H 0.5215 -0.0680 -0.2310 -0.7 -0.3 0.1 -0.067
H -0.6685 -0.1190 -1.1690 -0.4 -0.8 -2.1 0.395
O 1.1265 2.4660 -0.8340 -0.4 -0.5 0.1 -0.731
H 0.3565 1.8480 -0.7990 0.5 0.3 0.0 0.348
H 0.7525 3.3330 -0.6530 0.1 0.1 0.0 0.311
O -0.7025 -0.1170 -3.2690 -0.1 0.7 0.1 -0.642
H -1.4325 -0.3820 -3.8530 0.2 0.0 0.6 0.300
H -0.8625 0.8350 -3.0490 0.1 -1.1 -0.7 0.375
O -1.8725 0.8080 2.7820 1.3 0.5 0.9 -0.708
H -0.9415 0.7430 2.4790 -0.7 0.1 0.5 0.376
H -2.3995 0.7130 2.0040 -0.7 -0.4 -0.7 0.403
O -2.9575 -1.6620 -2.1870 -0.4 -0.4 0.1 -0.561
H -3.7115 -2.1460 -1.8430 -0.7 0.3 -0.2 0.269
H -2.2835 -2.1190 -1.6540 0.8 0.5 -0.2 0.382
O 0.3955 -2.2370 1.7730 -0.7 0.5 -2.3 -0.635
H 0.3255 -1.3070 1.9920 0.1 0.6 0.3 0.295
H 0.6735 -2.6830 2.5290 0.7 -1.1 1.9 0.275
O 0.8245 0.4310 2.6810 -1.1 -0.2 -0.7 -0.677
H 1.1835 0.0060 3.4400 0.5 -0.2 1.0 0.255
H 1.4715 1.0650 2.3400 0.6 0.0 0.0 0.336
O -0.9125 -2.6480 -0.7730 0.8 0.9 -0.2 -0.696
H -0.4465 -2.1530 -0.0700 -0.4 -0.3 -0.2 0.335
H -1.1845 -3.4430 -0.3520 -0.2 -1.1 0.6 0.289
O 2.0915 -0.7130 -0.3490 1.1 1.1 -0.9 -0.671
H 2.5775 -1.4800 -0.6410 -0.4 -1.1 -0.1 0.283
H 2.5935 -0.0370 -0.8500 -0.6 0.1 0.3 0.274
O 2.5595 1.9070 1.5140 0.1 0.5 -1.1 -0.665
H 2.1435 2.0210 0.6330 -0.4 0.4 0.3 0.368
H 3.4595 1.7250 1.2510 0.6 -0.3 0.5 0.333
O -3.1905 -0.1510 0.6340 -1.2 1.1 -0.9 -0.695
H -2.4145 0.1160 0.1180 0.0 -0.4 0.0 0.309
H -3.9285 0.3870 0.2470 0.9 -0.9 0.5 0.324
O -1.2195 2.4510 -2.7170 -0.7 0.1 1.2 -0.637
H -1.6655 2.5800 -1.8680 -0.1 -0.6 0.0 0.277
H -1.1725 3.3550 -2.9780 0.4 1.0 -1.0 0.305
O 3.7715 -1.0540 1.7130 1.3 -0.3 0.4 -0.666
H 4.4945 -1.4880 1.2280 -0.4 0.2 0.4 0.293
H 3.0875 -0.8840 1.0690 -0.6 0.1 -0.2 0.502
```
Forces are in eV/Å.

Summary:
**Energy above the lowest of the compared OMol25 structures with the same formula, charge and spin**: 1.7018 eV
**2S+1**: 1
**Lowest unoccupied orbital energy**: -0.19 eV
**E**: -27040.2453 eV

=====

2.
# C21H27N3O2S

A single C21H27N3O2S molecule (wB97M-V/def2-TZVPD, the Open Molecules 2025 dataset).

The geometry in XYZ format:
```
54
Properties=species:S:1:pos:R:3:forces:R:3:mulliken_charge:R:1
C 5.0400 1.4725 -0.0882 0.1 0.3 -0.3 -0.636
O 4.8610 0.5470 0.9649 -0.2 -0.6 0.1 -0.518
C 4.6605 -0.7599 0.5434 0.1 0.1 0.1 0.543
C 5.6453 -1.6852 0.8464 -0.1 0.2 0.1 -0.447
C 5.5277 -3.0062 0.4519 0.0 -0.1 0.0 -0.480
C 4.4128 -3.3976 -0.2651 0.1 -0.1 0.0 -0.885
C 3.4125 -2.4877 -0.5534 -0.1 0.1 0.0 -0.619
C 3.4977 -1.1561 -0.1460 0.2 0.0 0.1 0.255
N 2.5070 -0.2136 -0.4406 -0.1 0.2 -0.1 0.603
C 1.9038 0.4714 0.6916 -0.1 0.3 0.2 -0.467
C 1.2024 1.7524 0.2183 0.1 -0.1 0.1 -1.060
N 0.2586 1.5483 -0.8598 0.1 -0.1 -0.1 0.211
C -1.1286 1.2977 -0.5450 -0.2 0.3 0.3 0.151
C -1.8170 2.5955 -0.0945 -0.2 -0.2 -0.3 -0.945
C -3.3154 2.3597 0.0746 0.1 0.0 0.3 -0.635
C -3.5665 1.2103 1.0552 -0.4 0.4 -0.1 -0.787
N -2.8649 0.0261 0.6187 0.2 0.1 0.2 0.255
C -3.4339 -1.0324 -0.0090 0.0 -0.1 0.1 0.995
O -2.7783 -1.8654 -0.6102 0.0 -0.1 -0.3 -0.639
C -4.9119 -1.1639 0.1272 -0.2 -0.2 -0.2 0.036
C -5.6092 -1.2566 1.3637 -0.1 0.0 0.0 -0.606
C -6.9387 -1.4589 1.1955 -0.2 0.0 -0.3 -0.304
S -7.3789 -1.5382 -0.4650 0.5 0.1 0.3 -0.139
C -5.7442 -1.3137 -0.9389 -0.3 0.0 0.1 -0.613
C -1.4330 0.2086 0.5062 0.3 -0.3 -0.4 -1.269
C 0.8645 0.7710 -1.9170 0.1 -0.2 0.0 -1.321
C 1.5150 -0.5374 -1.4450 0.0 0.2 -0.2 -0.722
H 5.1071 2.4541 0.3784 0.0 0.0 -0.1 0.222
H 5.9677 1.2638 -0.6331 0.0 0.0 0.1 0.338
H 4.2014 1.4499 -0.7890 0.1 0.0 0.1 0.171
H 6.5132 -1.3425 1.3895 0.1 0.1 0.0 0.434
H 6.3053 -3.7151 0.6913 0.1 -0.1 0.0 0.384
H 4.3079 -4.4218 -0.5915 0.0 -0.1 0.0 0.383
H 2.5384 -2.8277 -1.0861 -0.1 0.0 0.0 0.413
H 2.6814 0.7319 1.4093 -0.1 0.0 0.0 0.551
H 1.1829 -0.1950 1.1919 0.0 0.0 0.0 0.127
H 0.7014 2.2254 1.0626 0.0 0.1 0.0 0.382
H 1.9671 2.4453 -0.1526 0.0 0.0 0.1 0.380
H -1.6039 0.9772 -1.4800 0.0 0.0 0.1 0.203
H -1.6335 3.3734 -0.8360 0.1 0.0 0.0 0.358
H -1.3933 2.9299 0.8543 0.1 0.0 0.1 0.255
H -3.8033 3.2632 0.4433 -0.1 0.0 0.0 0.414
H -3.7573 2.1036 -0.8910 -0.1 0.0 0.0 0.312
H -4.6344 1.0051 1.1280 0.1 0.0 0.1 0.573
H -3.1934 1.4855 2.0489 -0.1 0.0 0.0 0.244
H -5.1272 -1.1954 2.3232 0.1 0.0 0.2 0.452
H -7.6943 -1.5698 1.9474 -0.1 0.0 0.2 0.447
H -5.4863 -1.2978 -1.9787 0.1 0.0 -0.2 0.452
H -1.0080 -0.7512 0.2106 0.0 0.1 0.1 0.479
H -1.0448 0.5021 1.4865 0.0 0.0 0.0 0.102
H 0.1175 0.5533 -2.6816 0.0 0.0 0.0 0.488
H 1.6466 1.3955 -2.3662 0.0 -0.1 -0.1 0.419
H 2.0118 -1.0076 -2.2960 0.0 0.0 0.0 0.691
H 0.7418 -1.2228 -1.0633 0.0 -0.1 0.0 0.371
```
Forces are in eV/Å.

Summary:
**Energy above the lowest of the compared OMol25 structures with the same formula, charge and spin**: 2.4463 eV
**2S+1**: 1
**Lowest unoccupied orbital energy**: 0.72 eV
**E**: -41615.3922 eV
**SMILES string**: COc1ccccc1N1CCN([C@@H]2CCCN(C(=O)c3ccsc3)C2)CC1

=====

Q: Which value of energy above the lowest of the compared OMol25 structures with the same formula, charge and spin does entry 2 give?
A: 2.4463 eV

=====

Q: The highest energy above the lowest of the compared OMol25 structures with the same formula, charge and spin belongs to which entry?
A: C21H27N3O2S

=====

Q: Among the records above, which one has the highest energy above the lowest of the compared OMol25 structures with the same formula, charge and spin?
A: C21H27N3O2S

=====

Q: Which formula does entry 1 have?
A: H26O13